Below is 4 unconnected molecules or ions with the total composition C34H71BrFN5O12, with properties calculated with ωB97M-V with the def2-TZVPD basis set.

The geometry in XYZ format:
```
124
C34H71BrFN5O12 (ωB97M-V with the def2-TZVPD basis set)
C 0.6445 -2.8066 1.8220
C 1.6748 -2.4873 2.9127
Br 1.6139 -4.0119 4.1932
C 1.3755 -1.2402 3.7536
C 1.4703 0.1371 3.0485
C 0.3147 0.5634 2.1007
C 0.5183 0.2213 0.6176
C 0.1717 1.3609 -0.3315
N 0.2400 1.0475 -1.7408
O -0.1373 2.4729 0.0034
N 1.2409 1.0908 4.2055
C 2.4428 1.3698 4.7558
N 2.7215 1.4145 6.0283
C 4.0801 1.7456 6.4714
C 4.8504 0.4777 6.8103
F 3.9831 2.4819 7.6187
N 3.3239 1.5785 3.7394
C 3.4376 3.0333 3.3287
O 2.3927 3.6397 3.0429
O 4.5764 3.4837 3.3094
C 2.8667 0.6744 2.6204
C 4.0299 -0.3137 2.4351
C 4.0863 -0.8235 0.9830
C 5.3199 -1.7081 0.6550
C 4.9138 -3.1915 0.5494
N 5.0514 -3.8263 1.8929
H 1.0485 -2.4234 0.8781
H 0.5394 -3.8808 1.6775
H -0.3202 -2.3233 1.9787
H 2.6739 -2.5250 2.4938
H 2.0047 -1.2761 4.6468
H 0.3346 -1.3458 4.0818
H -0.6576 0.2512 2.4898
H 0.3182 1.6566 2.1630
H -0.1625 -0.6002 0.3632
H 1.5168 -0.1371 0.3616
H 1.1844 1.1640 -2.0883
H -0.0954 0.1054 -1.9054
H 0.5559 0.7211 4.8624
H 2.0415 1.2300 6.7504
H 4.5926 2.2862 5.6742
H 4.7232 -0.2689 6.0248
H 4.4679 0.0522 7.7438
H 5.9051 0.6875 6.9819
H 2.7634 1.3929 1.8014
H 3.9968 -1.1142 3.1806
H 4.9403 0.2611 2.6183
H 3.1926 -1.4389 0.8124
H 3.9919 0.0285 0.3050
H 6.0955 -1.5593 1.4071
H 5.6551 -1.4125 -0.3421
H 5.5715 -3.7345 -0.1343
H 3.8881 -3.3031 0.1816
H 4.2234 -4.3869 2.0663
H 5.0408 -3.1016 2.6011
C -3.2048 5.1360 -1.7753
O -2.2487 5.8949 -1.0689
C -1.0055 5.2186 -0.9030
C 0.1628 6.1655 -1.0749
O 0.3944 6.5919 -2.4150
C -0.5328 7.4917 -3.0020
C -0.5223 8.8906 -2.4187
O -1.1298 8.9218 -1.1370
C -0.4995 9.8084 -0.2403
H -3.6058 4.3320 -1.1471
H -4.0195 5.8036 -2.0550
H -2.7820 4.7145 -2.6940
H -0.9071 4.3913 -1.6115
H -0.9844 4.8124 0.1118
H 1.0654 5.6206 -0.7884
H 0.0901 7.0170 -0.3980
H -1.5401 7.0720 -3.0080
H -0.2228 7.5748 -4.0475
H -1.0972 9.5569 -3.0754
H 0.5124 9.2474 -2.3673
H 0.5850 9.6552 -0.2196
H -0.8886 9.6031 0.7561
H -0.7223 10.8495 -0.5017
C -3.4697 -8.6252 2.9472
O -3.2516 -8.1344 1.6415
C -3.2735 -6.7192 1.5591
C -2.2092 -6.2033 0.6116
O -0.8764 -6.3081 1.0955
C -0.2998 -7.6059 1.1846
C -0.0162 -8.2716 -0.1462
O -1.2122 -8.7186 -0.7651
C -1.2055 -8.5724 -2.1683
H -4.5226 -8.5222 3.2304
H -3.2048 -9.6817 2.9526
H -2.8343 -8.1114 3.6768
H -3.1312 -6.2635 2.5449
H -4.2588 -6.4245 1.1753
H -2.3814 -5.1308 0.4829
H -2.3051 -6.6508 -0.3781
H -0.8885 -8.2531 1.8352
H 0.6605 -7.4539 1.6844
H 0.6204 -9.1493 0.0219
H 0.5158 -7.5651 -0.7934
H -0.8953 -7.5645 -2.4657
H -2.2233 -8.7313 -2.5221
H -0.5478 -9.3150 -2.6332
C -5.2645 -1.0925 -5.2974
O -4.7082 0.0425 -5.9225
C -5.5567 1.1801 -5.8852
C -4.7718 2.4514 -5.6309
O -4.2734 2.5910 -4.3085
C -3.2026 1.7495 -3.9003
C -1.8745 2.0360 -4.5682
O -1.8686 1.5860 -5.9178
C -1.1593 2.4407 -6.7869
H -6.0529 -1.5320 -5.9182
H -4.4675 -1.8246 -5.1695
H -5.6628 -0.8465 -4.3068
H -6.3279 1.0722 -5.1153
H -6.0469 1.2592 -6.8642
H -5.4615 3.2890 -5.7646
H -3.9786 2.5842 -6.3675
H -3.4739 0.6961 -3.9909
H -3.0770 1.9489 -2.8326
H -1.0833 1.4997 -4.0345
H -1.6731 3.1118 -4.5146
H -1.4652 3.4851 -6.6612
H -1.3912 2.1407 -7.8084
H -0.0792 2.3496 -6.6262
```

## Properties
calculated total energy: -5188.40517 hartree
gap between HOMO and LUMO: 8.258 eV
LUMO level: -0.09 eV


Below is a molecular structure, C40H33F12N2O4P2PtS3, with properties calculated with ωB97M-V with the def2-TZVPD basis set.

The geometry in XYZ format:
```
97
C40H33F12N2O4P2PtS3 (ωB97M-V with the def2-TZVPD basis set)
Pt 1.0062 0.5302 -0.9918
C -0.8547 3.3450 5.1142
S -2.0651 2.0048 5.1787
C -3.1240 2.4019 3.7582
C -2.8959 1.5140 2.5335
C -1.5361 1.7666 1.9031
N -1.1574 0.7500 0.8818
P -1.2049 0.9890 -0.8097
C -2.2587 -0.1498 -1.7055
C -3.4064 0.3204 -2.3581
C -4.2273 -0.5609 -3.0407
C -3.9122 -1.9105 -3.0917
C -2.7677 -2.3793 -2.4640
C -1.9420 -1.5066 -1.7790
C -1.7803 2.6682 -1.0903
C -3.0583 2.9704 -0.5982
C -3.5810 4.2397 -0.7569
C -2.8474 5.2146 -1.4218
C -1.5862 4.9187 -1.9106
C -1.0435 3.6537 -1.7393
P 0.2156 -0.3066 1.1010
C 1.1691 -0.0791 2.5872
C 0.5899 -0.2510 3.8463
C 1.3776 -0.1341 4.9760
C 2.7414 0.1111 4.8507
C 3.3251 0.2396 3.5994
C 2.5376 0.1514 2.4633
C -0.5043 -1.9459 1.2782
C 0.3669 -3.0080 1.5323
C -0.1318 -4.2899 1.6794
C -1.4999 -4.5185 1.5777
C -2.3665 -3.4647 1.3307
C -1.8717 -2.1770 1.1757
H -0.2284 3.2400 5.9988
H -1.3558 4.3101 5.1613
H -0.2168 3.2934 4.2328
H -2.9686 3.4528 3.5042
H -4.1561 2.3095 4.0932
H -3.6893 1.7248 1.8112
H -2.9858 0.4600 2.8082
H -0.7587 1.7614 2.6664
H -1.4988 2.7518 1.4346
H -3.6508 1.3703 -2.3761
H -5.1055 -0.1854 -3.5478
H -4.5507 -2.5940 -3.6356
H -2.5047 -3.4274 -2.5166
H -1.0508 -1.8944 -1.3124
H -3.6445 2.2212 -0.0818
H -4.5644 4.4654 -0.3669
H -3.2633 6.2042 -1.5553
H -1.0090 5.6753 -2.4247
H -0.0558 3.4517 -2.1163
H -0.4665 -0.4634 3.9450
H 0.9303 -0.2447 5.9549
H 3.3546 0.1904 5.7388
H 4.3881 0.4147 3.5049
H 2.9899 0.2364 1.4841
H 1.4332 -2.8319 1.6185
H 0.5442 -5.1099 1.8818
H -1.8893 -5.5208 1.6987
H -3.4315 -3.6412 1.2597
H -2.5515 -1.3568 0.9854
F 1.8615 5.2316 -0.8211
C 1.6743 4.9822 0.4687
F 0.4058 5.2366 0.7846
F 2.4720 5.7456 1.1914
S 2.0226 3.2150 0.8690
O 1.1045 2.4760 -0.0321
O 1.7039 3.1200 2.2539
N 3.5231 3.0390 0.5346
S 4.1588 2.0522 -0.5368
O 5.5047 1.7611 -0.2072
O 3.2858 0.9247 -0.8333
C 4.2273 3.0791 -2.0691
F 4.8752 2.4207 -3.0109
F 2.9864 3.3468 -2.4814
F 4.8481 4.2158 -1.7991
F 2.3929 0.9182 -3.4982
C 1.1294 0.9953 -3.0593
F 0.4044 0.1084 -3.7741
F 0.6594 2.2132 -3.4172
F 2.2481 -7.8002 -5.1562
C 2.3490 -7.7297 -3.8168
F 3.5939 -8.1276 -3.4936
F 1.4938 -8.6255 -3.2982
C 2.0791 -6.3336 -3.3204
C 1.1898 -6.1111 -2.2815
C 0.9783 -4.8197 -1.8279
C 1.6528 -3.7520 -2.4190
C 2.5441 -3.9850 -3.4690
C 2.7573 -5.2756 -3.9139
C 1.4210 -2.4155 -1.9569
C 1.2401 -1.2883 -1.5712
H 0.6663 -6.9423 -1.8307
H 0.2900 -4.6304 -1.0136
H 3.0600 -3.1520 -3.9261
H 3.4465 -5.4639 -4.7264
```

## Properties
calculated total energy: -5149.27916 hartree
energy relative to the best compared isomer or geometry (same formula, charge and spin): 2.503 eV
gap between HOMO and LUMO: 6.401 eV
net charge: +1
LUMO level: -4.61 eV